4 unconnected molecules or ions with the total composition C24H37NO12 at a distorted geometry. Source: OMol25; level of theory: ωB97M-V with the def2-TZVPD basis set.

The value obtained for the HOMO-LUMO gap is 8.1 eV. The LUMO energy is -1.41 eV. The value obtained for the HOMO energy is -9.5 eV. The charge is 0. The SMILES is CCCCOc1cccc2c1C(=O)NC2=O.CCOC(=O)OC.CCOC(=O)OC.CCOC(=O)OC.

Atoms and positions in Å:
C 3.046 -1.314 -1.877
C 2.692 0.131 -2.484
C 1.875 1.104 -1.499
C 1.027 0.361 -0.361
O -0.222 1.069 0.002
C -1.133 1.019 -1.086
C -1.392 2.363 -1.855
C -2.355 2.378 -3.097
C -3.045 1.042 -3.559
C -2.748 -0.210 -2.712
C -1.819 -0.317 -1.471
C -1.742 -1.772 -0.842
O -1.112 -2.238 0.128
N -2.700 -2.523 -1.687
C -3.219 -1.722 -2.840
O -3.881 -2.319 -3.722
H 2.088 -1.959 -1.955
H 3.401 -1.299 -0.795
H 3.791 -1.805 -2.604
H 2.184 -0.010 -3.498
H 3.706 0.653 -2.684
H 2.629 1.781 -0.963
H 1.250 1.805 -2.168
H 1.652 0.353 0.599
H 0.712 -0.707 -0.609
H -0.906 3.356 -1.554
H -2.535 3.344 -3.693
H -3.730 0.957 -4.459
H -3.476 -2.649 -0.999
C 4.128 0.405 6.681
C 3.229 1.515 6.170
O 2.790 1.255 4.830
C 1.834 0.320 4.703
O 1.321 -0.300 5.603
O 1.565 0.173 3.395
C 0.636 -0.873 3.110
H 4.964 0.242 5.996
H 4.520 0.651 7.670
H 3.589 -0.542 6.754
H 3.794 2.449 6.137
H 2.372 1.679 6.829
H -0.289 -0.750 3.676
H 1.091 -1.844 3.324
H 0.397 -0.831 2.047
C -1.519 1.617 4.925
C -0.499 2.675 5.301
O -0.696 3.879 4.548
C -1.735 4.638 4.928
O -2.497 4.402 5.834
O -1.800 5.699 4.104
C -2.930 6.537 4.333
H -1.506 1.438 3.846
H -1.312 0.679 5.444
H -2.533 1.933 5.181
H 0.501 2.313 5.056
H -0.512 2.887 6.374
H -2.981 6.860 5.375
H -3.846 6.013 4.048
H -2.827 7.421 3.702
C -0.030 -2.908 -4.459
C -1.288 -3.531 -5.036
O -1.196 -3.665 -6.462
C -0.410 -4.660 -6.902
O 0.207 -5.438 -6.216
O -0.405 -4.623 -8.247
C 0.480 -5.566 -8.845
H 0.187 -1.956 -4.952
H -0.141 -2.737 -3.386
H 0.841 -3.550 -4.614
H -2.137 -2.875 -4.837
H -1.511 -4.497 -4.574
H 0.278 -6.580 -8.492
H 1.517 -5.287 -8.638
H 0.322 -5.538 -9.923

Results of the Löwdin charge analysis, in e, for atoms 1 through 8:
1. C -0.132
2. C -0.245
3. C -0.161
4. C -0.168
5. O -0.123
6. C -0.138
7. C 0.033
8. C -0.022

---

C19H20ClNO4 in the gas phase. Source: OMol25; level of theory: ωB97M-V with the def2-TZVPD basis set.

The value obtained for the HOMO-LUMO gap is 9.6 eV. The LUMO energy is 0.38 eV. The value obtained for the HOMO energy is -9.2 eV. The charge is 0. The SMILES is CCCNC(=O)COC(=O)c1ccccc1OCc1ccc(Cl)cc1.

Atoms and positions in Å:
C 2.124 1.177 1.476
C 3.054 1.128 0.269
C 2.742 -0.048 -0.657
N 1.461 0.106 -1.303
C 1.312 0.140 -2.634
O 2.209 0.003 -3.437
C -0.132 0.368 -3.103
O -1.042 0.545 -2.029
C -1.429 1.799 -1.743
O -1.133 2.760 -2.405
C -2.303 1.864 -0.544
C -3.256 2.877 -0.510
C -4.124 3.001 0.557
C -4.031 2.110 1.611
C -3.071 1.112 1.610
C -2.194 0.974 0.539
O -1.197 0.055 0.490
C -1.126 -0.955 1.482
C -0.078 -1.949 1.058
C 0.874 -2.412 1.956
C 1.835 -3.323 1.556
C 1.850 -3.763 0.241
Cl 3.060 -4.885 -0.269
C 0.907 -3.309 -0.669
C -0.056 -2.409 -0.253
H 2.410 1.988 2.141
H 2.175 0.241 2.030
H 1.094 1.342 1.168
H 4.085 1.031 0.611
H 2.972 2.058 -0.297
H 3.485 -0.111 -1.455
H 2.752 -0.983 -0.087
H 0.640 0.171 -0.717
H -0.143 1.250 -3.753
H -0.459 -0.503 -3.676
H -3.299 3.557 -1.347
H -4.866 3.784 0.567
H -4.703 2.191 2.452
H -3.010 0.446 2.456
H -0.867 -0.518 2.456
H -2.099 -1.460 1.570
H 0.865 -2.065 2.979
H 2.573 -3.684 2.254
H 0.932 -3.654 -1.690
H -0.792 -2.046 -0.953

Results of the natural (NBO) charge analysis, in e, for atoms 1 through 8:
1. C -0.613
2. C -0.398
3. C -0.227
4. N -0.633
5. C 0.654
6. O -0.631
7. C -0.179
8. O -0.511

---

C12H22N2O2 in the gas phase at a distorted geometry. Source: OMol25; level of theory: ωB97M-V with the def2-TZVPD basis set.

The value obtained for the HOMO-LUMO gap is 9.3 eV. The LUMO energy is 0.95 eV. The value obtained for the HOMO energy is -8.3 eV. The charge is 0. The SMILES is COCCCN(CCCN)Cc1ccco1.

Atoms and positions in Å:
C -5.331 -0.069 0.268
O -3.931 -0.100 0.312
C -3.407 -1.405 0.427
C -1.885 -1.322 0.446
C -1.345 -0.791 -0.887
N 0.004 -0.287 -0.738
C 0.341 0.878 -1.539
C 1.029 1.973 -0.710
C 0.321 2.240 0.618
N -1.021 2.763 0.402
C 1.002 -1.339 -0.789
C 2.297 -0.912 -0.184
C 3.520 -0.670 -0.739
C 4.371 -0.287 0.326
C 3.602 -0.325 1.446
O 2.350 -0.707 1.148
H -5.769 -0.490 1.182
H -5.716 -0.630 -0.594
H -5.619 0.977 0.177
H -3.746 -2.020 -0.423
H -3.775 -1.875 1.353
H -1.581 -0.635 1.235
H -1.481 -2.309 0.673
H -1.995 0.032 -1.189
H -1.414 -1.577 -1.660
H 0.997 0.603 -2.380
H -0.573 1.299 -1.962
H 2.060 1.689 -0.497
H 1.041 2.890 -1.300
H 0.886 3.000 1.166
H 0.334 1.311 1.208
H -1.428 3.042 1.288
H -1.615 2.030 0.026
H 0.618 -2.189 -0.219
H 1.200 -1.673 -1.826
H 3.782 -0.753 -1.774
H 5.406 -0.021 0.260
H 3.821 -0.114 2.474

Results of the natural (NBO) charge analysis, in e, for atoms 1 through 8:
1. C -0.243
2. O -0.549
3. C -0.058
4. C -0.424
5. C -0.211
6. N -0.458
7. C -0.220
8. C -0.413